Record 1
Formula: C2H14N2O3
Source: the OMol25 dataset
Level of theory: wB97M-V/def2-TZVPD

The geometry in XYZ format:
```
21
Properties=species:S:1:pos:R:3
N 0.30649 1.53617 -1.32226
C -0.08021 0.99736 -0.04294
C -0.88421 -0.32577 -0.09054
N -1.58945 -0.35602 1.18851
H 0.88274 2.38241 -1.22362
H -0.52964 1.69865 -1.90050
H -0.63093 1.78786 0.51404
H 0.80189 0.67000 0.51952
H -1.59165 -0.31102 -0.92927
H -0.20243 -1.12698 -0.39290
H -2.34099 -1.03943 1.11590
H -1.00566 -0.85676 1.85200
H -1.12333 1.18575 2.78592
H -1.48330 2.78620 3.30046
O -1.14844 1.90513 3.40204
H 2.27690 -2.31770 -1.01732
H 1.41490 -3.41476 -0.53750
O 2.21061 -2.94015 -0.28040
H 0.92656 -0.96735 -2.70936
H 1.94654 -0.27821 -1.80700
O 1.84358 -1.01540 -2.42478
```

energy above the lowest of the compared OMol25 structures with the same formula, charge and spin	38.8	kcal per mole
E_HOMO (spin up / spin down)	-14.21 / -14.21	eV
LUMO level (spin up / spin down)	-0.152 / -0.358	hartree
frontier orbital gap (spin up / spin down)	10.066 / 4.480	eV
energy	-11413.4025	eV
spin multiplicity	2
net charge	+1

Atomic partial charges in e from the natural (NBO) method, atoms 1 to 8: atom 1 (N): -0.2791, atom 2 (C): -0.3232, atom 3 (C): -0.2401, atom 4 (N): -0.8311, atom 5 (H): 0.4279, atom 6 (H): 0.4195, atom 7 (H): 0.3400, atom 8 (H): 0.2712

---

Record 2
Formula: C4H6N2
Source: the OMol25 dataset
Level of theory: wB97M-V/def2-TZVPD

The geometry in XYZ format:
```
12
Properties=species:S:1:pos:R:3
H -1.32261 -0.79862 2.66403
N -0.61345 -0.79985 1.93853
C -0.92278 -0.06026 0.94395
C 0.01216 0.10532 -0.17556
C -0.14561 0.98542 -1.38815
C 1.09609 -0.58852 0.09626
N 2.03536 -1.24213 0.50403
H -1.82875 0.55079 0.87801
H 0.05346 0.42179 -2.30765
H -1.17974 1.33225 -1.44625
H 0.51259 1.85946 -1.38604
H 2.30328 -1.76565 -0.32116
```

energy above the lowest of the compared OMol25 structures with the same formula, charge and spin	58.9	kcal per mole
E_HOMO	-8.33	eV
LUMO level	0.030	hartree
SMILES	[H]/N=C/C(C)=C=N
frontier orbital gap	9.149	eV
energy	-7223.0356	eV

Atomic partial charges in e from the natural (NBO) method, atoms 1 to 8: atom 1 (H): 0.3432, atom 2 (N): -0.6643, atom 3 (C): 0.1353, atom 4 (C): -0.3646, atom 5 (C): -0.6016, atom 6 (C): 0.5580, atom 7 (N): -0.6109, atom 8 (H): 0.1598

---

Record 3
Formula: C34H39CaClN4O2P2
Source: the OMol25 dataset
Level of theory: wB97M-V/def2-TZVPD

The geometry in XYZ format:
```
83
Properties=species:S:1:pos:R:3
Ca -0.54480 -2.18206 0.45600
C -1.34971 2.50258 -1.09545
C -1.66957 1.62356 -2.04940
C -0.93849 1.21850 -3.28964
C 0.23190 0.20976 -3.20742
C 1.42568 0.55929 -2.37288
C 1.69022 1.71838 -1.76414
C 1.01260 3.03219 -1.98284
C -0.11678 3.34264 -0.97549
C 1.65262 -1.94692 0.89013
H -2.05872 2.64788 -0.27028
H -2.62888 1.10214 -1.94014
H -0.63337 2.08863 -3.88985
H -1.71080 0.67850 -3.86281
H -0.16164 -0.76841 -2.86652
H 0.57774 0.03234 -4.24674
H 2.14648 -0.26946 -2.27611
H 2.56956 1.77270 -1.11435
H 0.63736 3.13710 -3.00627
H 1.77630 3.81336 -1.83208
H 0.26413 3.21766 0.05061
H -0.37906 4.40850 -1.08316
H 1.82418 -1.53163 1.89308
H 2.10198 -1.26104 0.15309
H 2.15234 -2.93965 0.83962
P 1.36817 -1.16222 -7.98210
P -1.94805 -0.74356 -7.71914
N 2.79727 -0.12677 -8.09480
N 2.04610 -2.41543 -9.07131
N -2.10945 1.01459 -7.68290
N -3.62105 -1.02468 -8.23415
C 0.37467 -0.26858 -9.27836
C -1.07611 -0.76603 -9.35617
C 3.37819 0.42175 -6.94056
C 4.41617 1.25942 -7.31922
C 4.48958 1.23677 -8.75242
C 3.47351 0.39807 -9.20177
C 2.21930 -3.73081 -8.61896
C 2.72322 -4.50279 -9.65769
C 2.87510 -3.64361 -10.79495
C 2.43825 -2.37838 -10.41223
C -1.79568 1.67024 -6.49030
C -1.89985 3.03860 -6.68022
C -2.23741 3.24736 -8.05682
C -2.32806 1.99346 -8.65520
C -4.46227 -0.32485 -9.11091
C -5.54735 -1.13230 -9.44110
C -5.38144 -2.37449 -8.73741
C -4.20775 -2.28393 -8.00764
H 0.84914 -0.38296 -10.26382
H 0.42398 0.79619 -8.99659
H -1.62939 -0.15851 -10.08530
H -1.11052 -1.81941 -9.67742
H 2.97840 0.15806 -5.97177
H 5.05199 1.82915 -6.65666
H 5.19680 1.76015 -9.37915
H 3.18337 0.15277 -10.21038
H 1.96239 -3.98042 -7.60063
H 2.95903 -5.55637 -9.61557
H 3.26426 -3.90749 -11.76786
H 2.36517 -1.47304 -10.99648
H -1.51289 1.07452 -5.64251
H -1.76300 3.79324 -5.91718
H -2.40216 4.19710 -8.54638
H -2.52625 1.72829 -9.68532
H -4.24785 0.68788 -9.40614
H -6.35276 -0.87172 -10.11226
H -6.04626 -3.22550 -8.78117
H -3.72450 -2.97992 -7.34060
Cl -1.31542 1.76775 7.99542
C -1.30990 0.94164 6.49470
C -1.67183 -0.41888 6.43870
C -1.67528 -1.07840 5.20397
C -1.32702 -0.39433 4.03725
C -0.98326 0.95827 4.09522
C -0.95734 1.62821 5.31929
C -1.25638 -1.09374 2.74094
O -1.22087 -2.38558 2.64551
O -1.15538 -0.39115 1.64692
H -1.94826 -0.93697 7.35705
H -1.95934 -2.12609 5.14686
H -0.73987 1.49520 3.18388
H -0.67563 2.67851 5.37050
```

energy above the lowest of the compared OMol25 structures with the same formula, charge and spin	0.0	kcal per mole
E_HOMO	-7.52	eV
LUMO level	-0.028	hartree
frontier orbital gap	6.753	eV
energy	-95483.6779	eV

Atomic partial charges in e from the Mulliken method, atoms 1 to 8: atom 1 (Ca): 1.3308, atom 2 (C): -0.7220, atom 3 (C): -0.5510, atom 4 (C): -0.2809, atom 5 (C): 0.2640, atom 6 (C): -0.5090, atom 7 (C): -0.4024, atom 8 (C): -0.8788

---

Record 4
Formula: C2H3N4
Source: the OMol25 dataset
Level of theory: wB97M-V/def2-TZVPD

The geometry in XYZ format:
```
9
Properties=species:S:1:pos:R:3
C -0.24264 0.44734 0.69949
C 0.80472 -0.60058 0.42379
N -0.25226 -1.34829 -0.46727
N -1.18111 -0.25262 -0.07063
N -0.32949 0.64560 -0.75353
N 0.66489 -0.32940 -1.00357
H -0.42543 1.09086 1.49257
H 1.61089 -1.17635 0.93872
H -0.64957 1.52345 -1.25958
```

energy above the lowest of the compared OMol25 structures with the same formula, charge and spin	117.2	kcal per mole
E_HOMO	-16.07	eV
LUMO level	-0.165	hartree
SMILES	[C@@H]12[C@H]3N4N1[N@@H+]2N34
frontier orbital gap	11.572	eV
energy	-8066.5031	eV
net charge	+1

Atomic partial charges in e from the natural (NBO) method, atoms 1 to 8: atom 1 (C): 0.0987, atom 2 (C): 0.0167, atom 3 (N): -0.0108, atom 4 (N): -0.0186, atom 5 (N): -0.1308, atom 6 (N): -0.0298, atom 7 (H): 0.2782, atom 8 (H): 0.3029

---

Record 5
Formula: C4H13N3
Source: the OMol25 dataset
Level of theory: wB97M-V/def2-TZVPD

The geometry in XYZ format:
```
20
Properties=species:S:1:pos:R:3
N -2.38458 -0.16998 -1.24118
C -1.95619 -0.97365 -0.08674
C -0.42459 -1.15651 -0.07583
C 0.33866 0.04992 0.45682
N 1.02079 -0.37811 1.69713
C 1.40357 0.51112 -0.52734
N 1.98834 1.83570 -0.22501
H -3.34468 0.11015 -1.16547
H -1.75351 0.61608 -1.28788
H -2.21887 -0.50510 0.87289
H -2.37503 -1.97461 -0.11361
H -0.07375 -1.36199 -1.09789
H -0.24554 -2.06390 0.48887
H -0.30419 0.93003 0.51327
H 1.79639 0.21531 1.90695
H 0.35243 -0.35174 2.44793
H 1.11279 0.52069 -1.58021
H 2.29383 -0.12755 -0.55302
H 1.54447 2.62385 -0.61713
H 2.98824 1.82139 -0.15557
```

energy above the lowest of the compared OMol25 structures with the same formula, charge and spin	19.3	kcal per mole
E_HOMO	-9.02	eV
LUMO level	0.039	hartree
SMILES	NCC[C@@H](N)CN
frontier orbital gap	10.084	eV
energy	-8828.5746	eV

Atomic partial charges in e from the natural (NBO) method, atoms 1 to 8: atom 1 (N): -0.8395, atom 2 (C): -0.2066, atom 3 (C): -0.4174, atom 4 (C): -0.0780, atom 5 (N): -0.8335, atom 6 (C): -0.2222, atom 7 (N): -0.8820, atom 8 (H): 0.3592

---

Record 6
Formula: C2H8N2
Source: the OMol25 dataset
Level of theory: wB97M-V/def2-TZVPD

The geometry in XYZ format:
```
12
Properties=species:S:1:pos:R:3
N 1.65996 0.80182 0.35027
C 0.40454 0.07741 0.64653
C -0.41270 -0.07728 -0.61463
N -1.65118 -0.84151 -0.38517
H 2.49704 0.24631 0.37625
H 1.73713 1.63739 0.90280
H -0.07155 0.59437 1.44121
H 0.64990 -0.91005 1.05235
H -0.66387 0.93197 -0.96382
H 0.16163 -0.63387 -1.35024
H -2.32567 -0.35056 0.17744
H -2.07487 -1.10791 -1.26064
```

energy above the lowest of the compared OMol25 structures with the same formula, charge and spin	3.8	kcal per mole
E_HOMO	-8.99	eV
LUMO level	0.045	hartree
SMILES	NCCN
frontier orbital gap	10.221	eV
energy	-5183.5735	eV

Atomic partial charges in e from the natural (NBO) method, atoms 1 to 8: atom 1 (N): -0.8609, atom 2 (C): -0.2258, atom 3 (C): -0.2164, atom 4 (N): -0.8505, atom 5 (H): 0.3650, atom 6 (H): 0.3611, atom 7 (H): 0.1794, atom 8 (H): 0.1815

---

Q: Number 6 is which compound?
A: C2H8N2

---

Q: What is the formula in the sixth record?
A: C2H8N2